C5H5NO | ωB97M-V with the def2-TZVPD basis set

```
12
Properties=species:S:1:pos:R:3:forces:R:3:nbo_charge:R:1
N -1.764 0.816 -2.262 0.90 0.10 0.64 -0.2965
C -0.877 0.907 -1.526 -0.76 -0.04 -0.67 0.2516
C 0.207 0.979 -0.529 0.01 0.05 -0.21 -0.0021
O -0.326 1.204 0.790 -0.13 0.02 0.05 -0.4824
C 0.232 -0.036 1.234 0.00 -0.15 0.39 0.0958
C -0.294 -1.193 0.464 -0.17 -0.12 -0.01 -0.4448
C 0.818 -0.358 -0.113 0.17 -0.09 -0.15 -0.2641
H 0.932 1.749 -0.812 -0.13 -0.10 0.11 0.2279
H 0.555 -0.109 2.263 0.24 0.17 -0.16 0.2118
H 0.030 -2.161 0.840 -0.09 0.14 -0.07 0.2316
H -1.297 -1.154 0.046 0.16 -0.03 -0.02 0.2344
H 1.787 -0.727 -0.430 -0.20 0.05 0.10 0.2369
```
Positions in Å, forces in eV/Å.

Output
Relative energy (zero: lowest compared OMol25 entry of this formula, charge and spin)   253.2 kJ/mol
Total energy   -323.423247 Eh